1.
ORCA calculation (wB97M-V/def2-TZVPD) on a structure of composition AgF3Sr3 in a non-equilibrium geometry.

Summary:
* net charge: +4
* calculated total energy: -537.0725 a.u.
* frontier orbital gap: 7.4 eV
* LUMO: -17.7749 eV
* molar mass: 427.72 g/mol
* max |F|: 4.2 eV/A

Geometry as XYZ:
```
7
AgF3Sr3 (wB97M-V/def2-TZVPD)
Sr -1.068 0.988 1.409
Sr 1.450 -1.198 0.781
Sr -0.807 -2.398 -1.289
Ag 1.271 3.347 -0.579
F -0.535 -3.418 0.977
F -0.737 2.473 -0.207
F 0.426 0.205 -1.092
```



2.
ORCA calculation (wB97M-V/def2-TZVPD) on a structure of composition AgFH5InNP in a non-equilibrium geometry.

Summary:
* net charge: +1
* calculated total energy: -835.6290 a.u.
* expectation value of S²: 0.758
* frontier orbital gap (spin up / spin down): 7.4 / 7.0 eV
* LUMO (spin up / spin down): -6.7376 / -7.0789 eV
* spin multiplicity: 2
* molar mass: 291.71 g/mol
* max |F|: 1.7 eV/A

Geometry as XYZ:
```
10
AgFH5InNP (wB97M-V/def2-TZVPD)
N -1.131 -1.593 0.352
P 0.260 -0.941 -0.220
In 0.399 1.530 0.600
F -0.125 1.318 2.465
H -0.987 -2.428 0.921
H 0.188 -0.936 -1.654
H 1.357 -1.756 0.113
H -0.881 2.193 -0.456
H 2.004 2.128 0.350
Ag -1.085 0.486 -2.470
```



3.
ORCA calculation (wB97M-V/def2-TZVPD) on a structure of composition AgH14O7 in a non-equilibrium geometry.

Summary:
* net charge: +1
* calculated total energy: -681.8026 a.u.
* relative energy (zero: lowest compared OMol25 entry of this formula, charge and spin): 11.01 kcal/mol
* frontier orbital gap: 9.5 eV
* LUMO: -3.1023 eV
* molar mass: 233.97 g/mol
* max |F|: 3.4 eV/A

Geometry as XYZ:
```
22
AgH14O7 (wB97M-V/def2-TZVPD)
Ag 0.686 -23.875 -14.010
O 1.484 -21.877 -13.597
H 1.624 -21.120 -14.211
H 2.174 -21.706 -12.933
O 0.936 -22.609 -16.182
H 0.426 -21.812 -16.167
H 0.647 -22.990 -16.996
O 2.373 -24.847 -12.455
H 3.102 -24.720 -11.869
H 2.332 -25.792 -12.429
O -0.215 -23.491 -11.654
H -0.870 -23.249 -10.903
H 0.578 -23.187 -11.237
O -1.212 -25.609 -13.836
H -1.468 -25.602 -14.768
H -2.083 -25.678 -13.491
O -1.474 -22.889 -14.522
H -1.359 -22.142 -13.901
H -2.031 -23.461 -13.983
O 1.601 -25.812 -15.268
H 1.187 -26.089 -16.060
H 2.524 -25.855 -15.551
```



4.
ORCA calculation (wB97M-V/def2-TZVPD) on a structure of composition AgH16O8 in a non-equilibrium geometry.

Summary:
* net charge: +1
* calculated total energy: -758.2497 a.u.
* relative energy (zero: lowest compared OMol25 entry of this formula, charge and spin): 2.29 kcal/mol
* frontier orbital gap: 10.1 eV
* LUMO: -3.2295 eV
* molar mass: 251.99 g/mol
* max |F|: 2.6 eV/A

Geometry as XYZ:
```
25
AgH16O8 (wB97M-V/def2-TZVPD)
Ag -0.171 -0.159 0.054
O -1.233 -0.045 -2.220
H -0.559 0.711 -2.229
H -0.836 -0.767 -2.746
O 2.153 -0.328 1.139
H 1.713 -1.072 1.520
H 2.230 0.277 1.935
O 0.315 -2.883 0.259
H -0.388 -3.499 0.327
H 1.122 -3.395 0.534
O -0.390 -0.414 2.432
H -0.231 -1.085 3.048
H -0.329 0.391 2.922
O 1.659 0.320 -1.552
H 1.609 -0.001 -2.494
H 2.586 0.234 -1.263
O -0.130 2.147 0.790
H 0.497 2.853 0.891
H -0.976 2.590 0.829
O -2.310 -1.369 0.278
H -2.903 -1.721 0.916
H -2.804 -1.458 -0.496
O 0.068 3.010 -1.884
H -0.850 3.183 -1.867
H 0.163 2.476 -1.116
```



5.
ORCA calculation (wB97M-V/def2-TZVPD) on a structure of composition AgH30O19P in a non-equilibrium geometry.

Summary:
* net charge: -2
* calculated total energy: -1935.3425 a.u.
* relative energy (zero: lowest compared OMol25 entry of this formula, charge and spin): 409.99 kcal/mol
* frontier orbital gap: 7.1 eV
* LUMO: 4.5058 eV
* molar mass: 473.06 g/mol
* max |F|: 16.6 eV/A

Geometry as XYZ:
```
51
AgH30O19P (wB97M-V/def2-TZVPD)
Ag -0.027 -1.724 -1.072
P -0.158 0.624 0.271
O -1.203 0.220 -0.729
O -0.797 -0.766 0.731
O 0.496 0.407 -1.009
O 0.874 -0.417 0.418
O 0.054 -3.074 0.939
H -0.129 -2.041 0.923
H -0.703 -3.580 0.631
O 0.807 -0.728 3.069
H 0.876 -0.623 2.094
H -0.156 -0.797 3.002
O 0.096 1.449 -3.255
H 0.091 2.405 -3.188
H 0.100 0.978 -2.379
O -0.074 2.245 2.682
H 0.831 2.614 2.677
H -0.288 1.923 3.568
O 2.935 0.646 1.420
H 3.162 1.524 1.140
H 2.225 0.233 0.814
O -2.614 1.769 -1.881
H -1.968 1.127 -1.431
H -2.963 2.228 -1.157
O -2.522 -2.420 -0.145
H -1.902 -1.705 0.143
H -2.762 -2.128 -1.010
O -1.509 -0.968 -2.854
H -0.766 -0.514 -3.260
H -1.384 -0.578 -1.928
O 1.955 -1.120 -2.362
H 1.401 -0.512 -1.790
H 2.626 -1.456 -1.792
O 4.314 0.035 -0.733
H 3.805 -0.107 0.088
H 3.869 0.780 -1.146
O -2.157 2.749 0.991
H -2.575 1.903 0.741
H -1.519 2.632 1.684
O -3.398 0.355 0.521
H -3.069 0.155 1.373
H -2.563 0.266 -0.028
O 2.407 1.893 -1.501
H 2.027 2.203 -2.309
H 1.740 1.172 -1.213
O 2.429 -2.234 0.096
H 1.821 -2.890 0.375
H 1.766 -1.493 0.177
O -1.838 -0.566 2.742
H -1.343 -0.761 1.855
H -2.295 -1.355 3.032
```



6.
ORCA calculation (wB97M-V/def2-TZVPD) on a structure of composition AlBH12O4 in a non-equilibrium geometry.

Summary:
* net charge: +1
* calculated total energy: -574.9725 a.u.
* expectation value of S²: 0.758
* frontier orbital gap (spin up / spin down): 10.3 / 5.4 eV
* LUMO (spin up / spin down): -4.0080 / -8.7783 eV
* spin multiplicity: 2
* molar mass: 113.89 g/mol
* max |F|: 5.9 eV/A

Geometry as XYZ:
```
18
AlBH12O4 (wB97M-V/def2-TZVPD)
Al 0.283 -0.802 1.055
B 0.579 1.247 -1.425
H 0.302 1.586 -2.411
H 1.264 1.908 -0.917
H -0.299 1.182 -0.800
H 0.933 0.230 -1.498
O 2.351 -2.912 1.271
H 2.982 -3.320 1.863
H 2.616 -3.205 0.399
O -2.301 0.628 0.606
H -3.015 0.386 1.195
H -2.387 1.576 0.501
O 0.460 2.182 1.295
H 0.577 2.430 0.378
H 0.955 2.837 1.786
O -1.639 -1.627 -1.007
H -1.237 -2.258 -1.604
H -2.426 -2.068 -0.686
```